A structure of composition C21H48AlBr2ClN7O2P2 in a non-equilibrium geometry. Source: the Open Molecules 2025 dataset; level of theory: ωB97M-V with the def2-TZVPD basis set.

For the total energy, the calculation gives -7895.82985 a.u. As for the net charge: -1. The calculation puts the LUMO energy at 0.21 eV. For the HOMO-LUMO gap, the calculation gives 5.40 eV.

Geometry as XYZ:
```
84
C21H48AlBr2ClN7O2P2 ωB97M-V with the def2-TZVPD basis set
C 1.39590 2.51840 -2.00895
C 0.61520 3.57882 -1.83987
C -0.19922 4.97908 -1.67045
Al 1.20837 6.49181 -1.94081
Cl 2.53043 5.73576 -3.65559
C 2.36282 6.51701 -0.24640
C 1.46816 7.01663 1.03053
C 1.34031 8.63420 1.17848
N 0.91601 6.17608 1.90463
C 0.34374 8.28515 -2.41336
Br -1.61295 8.49029 -2.13312
C 1.09385 9.39609 -2.96419
C 2.69922 9.19258 -3.17271
Br 0.13919 11.10243 -3.42632
H 2.37349 1.89540 -1.99471
H -1.08051 5.06817 -2.40073
H -0.54450 5.10020 -0.56820
H 3.29919 7.20017 -0.34225
H 2.70208 5.43768 0.03446
H 0.22415 8.89555 1.36009
H 2.02332 9.04229 2.01655
H 1.62902 9.11191 0.15555
H 1.16154 5.20320 1.61575
H 3.17036 8.71842 -2.22385
H 3.13482 10.22149 -3.43670
H 2.83055 8.51719 -4.10108
O 2.14484 -0.75408 -0.73271
P 2.21537 -1.61370 0.54444
N 3.30055 -0.53779 1.32888
C 4.55990 -0.14772 0.70940
C 2.62260 0.67198 1.80715
N 2.97827 -2.94807 -0.20121
C 4.34781 -3.37790 -0.00865
C 2.58836 -3.23221 -1.58293
N 2.25862 -2.61411 2.02640
C 0.90458 -2.83132 2.53659
C 3.16307 -2.43966 3.15791
H 5.13182 0.49992 1.38251
H 4.41903 0.38287 -0.23700
H 5.20440 -1.00805 0.53649
H 1.73496 0.40307 2.39075
H 2.29881 1.31074 0.97785
H 3.26877 1.25700 2.46921
H 5.04918 -2.79543 -0.61526
H 4.46255 -4.42935 -0.29731
H 4.66754 -3.33444 1.03162
H 3.12382 -2.59092 -2.28906
H 1.51396 -3.07973 -1.72076
H 2.78751 -4.27698 -1.84564
H 0.50840 -1.91897 2.99709
H 0.87621 -3.64030 3.27315
H 0.23158 -3.11753 1.72096
H 2.89932 -1.57256 3.77354
H 4.20585 -2.33906 2.85370
H 3.12964 -3.32776 3.80039
O -2.15140 -3.58098 0.20217
P -3.32182 -4.47662 -0.26046
N -4.41631 -3.15695 -0.35715
C -4.64600 -2.27865 0.78262
C -4.17176 -2.32783 -1.54197
N -3.43000 -5.36346 1.19368
C -4.48912 -5.27560 2.17828
C -2.16860 -5.64272 1.87851
N -4.65328 -5.52643 -0.82873
C -4.24325 -6.26833 -2.02648
C -6.05394 -5.14188 -0.96996
H -5.41040 -1.53246 0.54138
H -3.74138 -1.75087 1.09858
H -5.04883 -2.82468 1.63396
H -4.12257 -2.95478 -2.43943
H -3.22789 -1.77737 -1.46432
H -4.98340 -1.61161 -1.70299
H -4.35267 -4.42307 2.85158
H -4.51103 -6.17978 2.79764
H -5.48173 -5.21361 1.73446
H -1.84069 -4.78732 2.47641
H -1.38164 -5.88564 1.15852
H -2.26005 -6.51106 2.53981
H -4.20268 -5.61033 -2.90190
H -4.92483 -7.09740 -2.23927
H -3.24751 -6.70117 -1.88326
H -6.22307 -4.49085 -1.83461
H -6.44625 -4.64223 -0.08326
H -6.67352 -6.03720 -1.10003
```

Atom charges from the Löwdin analysis, given in e for atoms 1 to 4: number 1, C, carries -0.006; number 2, C, carries -0.218; number 3, C, carries -0.262; number 4, Al, carries -0.071


The ion C7H12N5 with charge +1 in a non-equilibrium geometry. Source: the Open Molecules 2025 dataset; level of theory: ωB97M-V with the def2-TZVPD basis set.

Its SMILES is C=C[C@H]([NH+]=C(N)N)n1ccnc1. For the total energy, the calculation gives -547.43262 a.u. As for the energy relative to the best compared isomer or geometry (same formula, charge and spin): 13.54 kcal/mol. As for the net charge: +1. The calculation puts the LUMO energy at -3.33 eV. For the HOMO-LUMO gap, the calculation gives 9.15 eV.

Geometry as XYZ:
```
24
C7H12N5 ωB97M-V with the def2-TZVPD basis set
C 2.36131 0.80937 2.14015
C 1.96156 0.20146 0.96877
C 0.29831 0.36302 2.44800
C -0.53385 -3.04991 0.34565
C 0.15446 -2.04987 -0.16818
C -0.64249 1.36517 -1.14724
C -0.30158 -0.67690 0.21507
N 1.29076 0.86191 3.04973
N 0.58064 -0.03890 1.18373
N -0.70867 1.88310 -2.39883
N -0.98151 2.12506 -0.10140
N -0.32547 0.07694 -0.99352
H 3.22223 1.25230 2.59230
H 2.39727 -0.09378 -0.02217
H -0.71488 0.13669 2.87399
H -0.19076 -4.11145 0.16271
H -1.42883 -2.98736 1.02248
H 1.18544 -1.94323 -0.62198
H -1.27206 -0.80542 0.55788
H -0.94311 2.83390 -2.35037
H -0.16304 1.33914 -3.05262
H -0.40300 2.92481 0.10584
H -1.42038 1.78428 0.72107
H -0.46335 -0.33913 -1.87752
```

Atom charges from the natural (NBO) analysis, given in e for atoms 1 to 4: number 1, C, carries -0.082; number 2, C, carries -0.129; number 3, C, carries 0.183; number 4, C, carries -0.315


A structure of composition C32H46N7O3RuSSb in a non-equilibrium geometry. Source: the Open Molecules 2025 dataset; level of theory: ωB97M-V with the def2-TZVPD basis set.

As for the spin multiplicity: 5. For the total energy, the calculation gives -2588.74781 a.u. As for the energy relative to the best compared isomer or geometry (same formula, charge and spin): 52.77 kcal/mol. As for the net charge: +2. The calculation puts the LUMO energy (spin up / spin down) at -5.55 / -6.06 eV. For the HOMO-LUMO gap (spin up / spin down), the calculation gives 7.51 / 7.78 eV.

Geometry as XYZ:
```
91
C32H46N7O3RuSSb ωB97M-V with the def2-TZVPD basis set
Ru 0.60180 0.16944 0.46491
C -2.06564 -1.11190 2.94561
C -0.96168 -1.30618 1.96654
N -1.10941 -1.16736 0.69201
N -2.36853 -0.97151 0.15361
C -2.67117 0.14161 -0.38800
N -3.81400 0.29334 -1.11688
S -1.66606 1.60700 -0.12581
C 0.36215 -1.89204 2.39124
C 0.59330 -2.38115 3.65539
C 1.81078 -3.00168 3.92084
C 2.73471 -3.13519 2.90490
C 2.42300 -2.59847 1.66050
N 1.27659 -1.97316 1.41519
H -2.83510 -0.46323 2.53832
H -1.68705 -0.68318 3.87342
H -2.52773 -2.07807 3.17934
H -4.43679 -0.50152 -1.13127
H -4.25748 1.19384 -1.10327
H -0.16134 -2.29963 4.42888
H 2.02153 -3.38765 4.91255
H 3.68140 -3.64234 3.06314
H 3.11395 -2.68294 0.82895
C 5.73708 -2.13889 -0.05216
C 6.15457 -0.67299 -0.13882
C 5.21722 0.30021 0.57266
C 5.76167 1.77741 0.45646
C 5.82453 2.36136 -0.95323
C 5.19645 0.05598 2.08056
O 6.13733 -0.36219 2.69612
N 4.02265 0.45010 2.75243
C 2.83953 0.68272 2.12415
O 1.77660 0.88428 2.69625
N 2.78592 0.61616 0.73079
C 3.82100 0.30722 0.02196
O 3.69698 0.09504 -1.25130
H 6.47858 -2.77092 -0.54288
H 4.78071 -2.31326 -0.56086
H 5.66237 -2.47308 0.98732
H 6.22576 -0.37465 -1.18340
H 7.13485 -0.54061 0.31382
H 6.76100 1.74329 0.89073
H 5.15361 2.42474 1.09404
H 6.50074 1.79981 -1.60247
H 6.20425 3.38237 -0.89211
H 4.84624 2.40375 -1.43948
H 4.03277 0.40209 3.75949
C -2.39412 4.72811 -3.84190
C -2.62636 3.80154 -2.63540
C -2.98237 4.59446 -1.37859
Sb -0.95025 2.46935 -2.33252
C -1.07590 1.01328 -3.94340
C -1.37708 1.74975 -5.24221
C -2.10733 -0.03502 -3.57482
C 0.73356 3.68275 -1.67646
C 0.71803 3.86198 -0.16248
C 0.68659 5.01196 -2.42628
H -3.32298 5.26582 -4.06027
H -2.10630 4.20130 -4.75230
H -1.63338 5.48070 -3.62812
H -3.42233 3.09074 -2.87204
H -2.23285 5.36111 -1.16728
H -3.10206 3.97944 -0.49033
H -3.93047 5.11494 -1.54796
H -0.07288 0.61433 -3.91261
H -2.39269 2.15459 -5.26038
H -1.30381 1.02291 -6.06002
H -0.66563 2.55104 -5.46244
H -3.11110 0.37905 -3.48363
H -1.85352 -0.56802 -2.65710
H -2.12968 -0.77214 -4.38659
H 1.58209 3.07702 -1.98680
H -0.20102 4.33001 0.19711
H 1.54635 4.52688 0.10650
H 0.86960 2.94381 0.38235
H -0.17035 5.61738 -2.12734
H 0.66881 4.89452 -3.51311
H 1.58818 5.57906 -2.17545
N 1.33354 0.68890 -1.54964
C 2.45919 0.58712 -2.02098
C 2.98028 0.89906 -3.38867
C 3.88145 0.05236 -4.03414
C 4.34968 0.36776 -5.30293
C 3.94050 1.54282 -5.92712
C 3.05660 2.39789 -5.28089
C 2.57541 2.06983 -4.01974
H 4.20098 -0.86525 -3.55106
H 5.04364 -0.29853 -5.80298
H 4.30898 1.79136 -6.91617
H 2.75369 3.32596 -5.75606
H 1.89397 2.74381 -3.51489
```

Atom charges from the Löwdin analysis, given in e for atoms 1 to 4: number 1, Ru, carries 1.192; number 2, C, carries 0.003; number 3, C, carries -0.288; number 4, N, carries -0.104


A cluster of 10 separate species, C4H28N2O10 in total in a non-equilibrium geometry. Source: the Open Molecules 2025 dataset; level of theory: ωB97M-V with the def2-TZVPD basis set.

Its SMILES is CCC(=O)NCN.O.O.O.O.O.O.O.O.O. For the total energy, the calculation gives -1031.00643 a.u. As for the energy relative to the best compared isomer or geometry (same formula, charge and spin): 124.02 kcal/mol. As for the net charge: 0. The calculation puts the LUMO energy at -0.29 eV. For the HOMO-LUMO gap, the calculation gives 8.72 eV.

Geometry as XYZ:
```
44
C4H28N2O10 ωB97M-V with the def2-TZVPD basis set
O 1.25271 2.97942 0.57254
C 1.08797 2.03571 -0.13983
N 1.26657 0.79258 0.39693
C 1.15286 -0.48543 -0.20111
N 2.53801 -0.87938 -0.27532
C 0.73261 2.44699 -1.62274
C 1.50496 3.66380 -2.07641
H 1.36327 0.66990 1.42150
H 0.52593 -1.18547 0.39331
H 0.69126 -0.56132 -1.35787
H 2.92741 -0.64746 -1.18451
H 2.86847 -1.81694 0.11364
H -0.28760 2.76593 -1.43307
H 0.84305 1.66776 -2.22042
H 2.42386 3.66744 -1.53853
H 1.73239 3.48174 -3.24124
H 0.88302 4.45826 -1.88167
H -1.80057 -2.39778 -0.68152
H -2.45325 -1.22473 -1.48147
O -1.78565 -1.93713 -1.49636
H -1.61294 2.09161 2.41624
H -0.91418 0.85403 2.10805
O -1.81418 1.26795 2.02048
H 1.35852 -1.34287 -3.20251
H 0.32430 -1.89236 -4.09324
O 0.62416 -1.11985 -3.78222
H -0.17991 -3.38980 -2.06217
H 0.09206 -4.55683 -1.22273
O 0.51067 -3.89427 -1.86553
H -0.30620 4.11561 2.98311
H 0.05378 3.32367 1.87246
O -0.67955 3.56209 2.43722
H -3.33068 1.77761 -0.31614
H -2.42298 1.28834 0.49368
O -3.06855 0.84794 -0.17173
H -0.17011 -0.51357 3.92429
H 0.39933 -0.86096 2.53856
O 0.11769 -0.10257 3.02562
H 0.64736 -3.74938 1.76699
H 0.82472 -3.88610 3.16131
O 0.54181 -3.22298 2.57704
H -3.08580 -3.30333 1.53152
H -2.55034 -1.96474 1.06619
O -2.82622 -2.82313 0.72769
```

Atom charges from the natural (NBO) analysis, given in e for atoms 1 to 4: number 1, O, carries -0.695; number 2, C, carries 0.712; number 3, N, carries -0.633; number 4, C, carries -0.070


A cluster of 2 separate species, C3H5ClS in total in a non-equilibrium geometry. Source: the Open Molecules 2025 dataset; level of theory: ωB97M-V with the def2-TZVPD basis set.

Its SMILES is C#CSC.Cl. For the total energy, the calculation gives -975.58264 a.u. As for the energy relative to the best compared isomer or geometry (same formula, charge and spin): 46.49 kcal/mol. As for the net charge: 0. The calculation puts the LUMO energy at 0.54 eV. For the HOMO-LUMO gap, the calculation gives 9.38 eV.

Geometry as XYZ:
```
10
C3H5ClS ωB97M-V with the def2-TZVPD basis set
C 0.04288 2.17274 -0.13632
C 0.46287 1.09883 -0.49658
C 1.07538 -1.27688 0.26045
S 0.38234 -0.44048 -1.20109
Cl -2.92027 0.43624 -0.11014
H -3.18512 -0.76967 -0.02379
H 0.47406 3.17705 -0.01876
H 0.35436 -2.00031 0.67707
H 1.31417 -0.47865 1.02019
H 1.99935 -1.91888 0.02898
```

Atom charges from the natural (NBO) analysis, given in e for atoms 1 to 4: number 1, C, carries -0.257; number 2, C, carries -0.260; number 3, C, carries -0.751; number 4, S, carries 0.332


A cluster of 2 separate species, C20H33ClN3O4PS in total in a non-equilibrium geometry. Source: the Open Molecules 2025 dataset; level of theory: ωB97M-V with the def2-TZVPD basis set.

For the total energy, the calculation gives -2446.66659 a.u. As for the net charge: 0. The calculation puts the LUMO energy at -2.28 eV. For the HOMO-LUMO gap, the calculation gives 1.91 eV.

Geometry as XYZ:
```
63
C20H33ClN3O4PS ωB97M-V with the def2-TZVPD basis set
C -6.16467 4.46225 3.26459
C -5.50981 3.25914 3.98645
C -4.02025 3.52952 4.29957
C -3.15096 3.11130 3.09302
C -1.67264 2.80477 3.45950
C -1.12579 1.76971 2.46740
C 0.36775 1.45129 2.65856
C 1.05191 0.86596 1.41005
C 0.18085 -0.20397 0.66793
C 0.96970 -1.35653 0.08374
C 0.69840 -2.63929 0.57585
C -0.37405 -2.91521 1.60657
O -1.50524 -2.98167 1.23875
O -0.02188 -3.12819 2.90849
C 1.39840 -3.76228 0.10584
C 2.37496 -3.54811 -0.83647
N 3.13314 -4.64854 -1.33711
C 2.43715 -5.55139 -1.80462
S 1.51083 -6.54175 -2.57088
N 2.65327 -2.31388 -1.32789
P 4.03301 -2.15971 -2.57364
N 3.58885 -3.20170 -3.86826
O 5.31231 -2.87125 -1.80544
C 1.95255 -1.21244 -0.90620
C 2.28068 0.10467 -1.54452
C 1.45623 0.40540 -2.81348
C -0.04834 0.57368 -2.61216
Cl 1.71554 -0.80787 -4.10440
H -5.39918 5.07238 2.77566
H -6.83528 4.12303 2.47126
H -6.73351 5.08685 3.95362
H -6.01928 3.09938 4.94096
H -5.63678 2.36951 3.36777
H -3.87295 4.60220 4.44501
H -3.68094 2.93857 5.15257
H -3.14717 3.84749 2.28266
H -3.54305 2.18570 2.65480
H -1.06349 3.71221 3.45504
H -1.64191 2.34838 4.45454
H -1.29007 2.07509 1.42746
H -1.68592 0.84203 2.63890
H 0.87216 2.40333 2.86760
H 0.57594 0.81358 3.52533
H 2.06900 0.51297 1.60025
H 1.16481 1.70326 0.70976
H -0.54158 -0.56544 1.40303
H -0.41141 0.31792 -0.07854
H 0.26129 -2.27568 3.26853
H 1.19560 -4.75673 0.47996
H 4.12457 -4.06817 -3.84482
H 2.60258 -3.44482 -3.82460
H 5.29706 -3.82276 -1.99958
H 2.13260 0.93611 -0.85626
H 3.32918 0.16177 -1.83715
H 1.82859 1.35655 -3.20190
H -0.43699 -0.33166 -2.12976
H -0.58723 0.71455 -3.54562
H -0.24836 1.39896 -1.91977
C 2.76949 -1.14611 -7.69480
O 3.17122 -0.05229 -8.33007
H 2.58916 -1.01930 -6.58851
H 1.80045 -1.60518 -8.03511
H 3.46949 -2.02758 -7.70945
```

Atom charges from the natural (NBO) analysis, given in e for atoms 1 to 4: number 1, C, carries -0.612; number 2, C, carries -0.397; number 3, C, carries -0.394; number 4, C, carries -0.389